{
  "formula": "C2H6ClN2",
  "method": "wB97M-V/def2-TZVPD",
  "elements": ["C", "C", "N", "N", "Cl", "H", "H", "H", "H", "H", "H"],
  "coordinates": [[0.304196, 1.244838, 1.018192], [-0.913026, -1.153220, -0.207089], [0.324416, -0.577979, -0.459433], [0.739307, 2.374891, 0.585759], [-0.298512, 0.960004, 2.548494], [-0.978463, -2.014350, -0.896768], [-1.235553, -1.492519, 0.838302], [-1.637419, -0.388379, -0.761897], [1.182088, -0.853768, -0.102181], [0.662079, 2.460654, -0.411192], [0.596114, 3.057556, 1.380352]],
  "forces_ev_per_a": [[0.1, -3.3, -1.9], [-2.4, 1.0, -0.5], [-1.2, 4.0, 0.1], [-1.5, -0.5, 3.1], [0.4, 0.2, -0.4], [0.2, -0.1, 0.2], [0.6, 0.5, -1.4], [0.8, -1.8, 1.7], [1.7, -1.4, 1.6], [0.6, 0.9, -0.5], [0.6, 0.5, -2.0]],
  "mol_weight_g_mol": 93.537,
  "fmax_ha_per_bohr": 0.0809,
  "gap_ev": [8.50, 8.86],
  "homo_energy_ha": [-0.5446, -0.5446],
  "lumo_energy_ev": [-6.32, -5.96],
  "charge": 1,
  "spin_multiplicity": 1,
  "e_tot_ha": -649.06847
}

{
  "formula": "C2H6ClN2",
  "method": "wB97M-V/def2-TZVPD",
  "elements": ["C", "C", "N", "N", "Cl", "H", "H", "H", "H", "H", "H"],
  "coordinates": [[-0.711270, 0.228183, -0.059017], [1.168069, -1.327476, 0.063114], [-1.228774, 2.130876, 0.087223], [0.529926, -0.059522, 0.133263], [-1.937378, -0.799855, 0.035305], [1.526203, -1.756897, 0.959683], [2.068272, -1.499563, -0.447327], [0.573215, -2.128939, -0.440756], [-2.306534, 2.104698, 0.144840], [-0.983478, 2.542311, -0.762403], [1.301754, 0.566188, 0.286079]],
  "forces_ev_per_a": [[0.3, 5.7, 1.2], [-1.7, -4.2, -0.8], [-0.8, -4.9, 2.3], [0.6, 0.0, -0.7], [-1.0, -1.2, -0.4], [-0.6, 0.1, 1.9], [1.4, 1.7, -1.6], [-0.2, 0.9, 0.7], [2.1, -0.4, -0.3], [0.6, 0.5, -2.2], [-0.7, 1.8, -0.1]],
  "mol_weight_g_mol": 93.537,
  "fmax_ha_per_bohr": 0.1138,
  "gap_ev": 10.14,
  "homo_energy_ha": -0.5665,
  "lumo_energy_ev": -5.27,
  "charge": 1,
  "spin_multiplicity": 1,
  "e_tot_ha": -649.11968
}

{
  "formula": "C2H6ClN2P",
  "method": "wB97M-V/def2-TZVPD",
  "elements": ["Cl", "P", "N", "C", "C", "N", "H", "H", "H", "H", "H", "H"],
  "coordinates": [[-3.693516, -0.259949, 0.191323], [-1.745705, 0.485439, -0.479820], [-0.771433, 1.618921, -0.037218], [0.385284, 0.979143, 0.705433], [0.512430, -0.466380, 0.086875], [-0.879556, -0.866154, -0.117403], [-2.425911, 0.618704, -1.769691], [-0.021560, 0.749494, 1.770052], [1.194936, 1.719637, 0.660085], [1.202358, -0.200681, -0.752130], [0.954849, -1.148001, 0.739400], [-1.065423, -1.911817, -0.364760]],
  "forces_ev_per_a": [[0.9, 0.6, 0.2], [-1.6, -0.6, -0.8], [-0.1, -0.3, -0.2], [-3.1, -1.0, 1.8], [0.8, 3.1, -0.7], [0.5, -2.8, -1.4], [1.2, 0.2, 1.0], [1.2, 1.0, -1.2], [0.0, -0.9, 0.1], [-0.9, -1.3, -0.4], [0.9, -1.0, 1.1], [0.2, 3.0, 0.6]],
  "smiles": "Cl[P@H]1=NCCN1",
  "mol_weight_g_mol": 124.511,
  "fmax_ha_per_bohr": 0.0722,
  "gap_ev": 9.79,
  "homo_energy_ha": -0.3330,
  "lumo_energy_ev": 0.73,
  "spin_multiplicity": 1,
  "e_tot_ha": -990.82888
}

Here are the calculated ΔE to the lowest compared entry with this formula, charge and spin numbers, same order: 536.1 401.7 21.3 (kJ/mol).